Entry 1:
A structure of composition C18H38LuNO2P2, computed with ωB97M-V/def2-TZVPD.

Positions of all 62 atoms, in Å:
Lu1 0.7037 0.3478 1.5338
P1 -0.5338 -2.5349 -0.8506
P2 0.3840 2.9614 0.7539
N1 1.8523 0.6229 -0.2063
C1 1.1137 -1.7080 -0.9827
H1 1.6818 -1.9469 -0.0602
H2 1.6418 -2.2411 -1.7943
C2 1.2686 -0.1861 -1.2931
H3 1.9300 -0.0993 -2.1777
H4 0.2921 0.2361 -1.6142
C3 2.5829 1.8244 -0.6450
H5 2.4713 1.9395 -1.7377
H6 3.6628 1.6821 -0.4668
C4 2.1116 3.1071 0.0733
H7 2.1205 3.9495 -0.6335
H8 2.7964 3.3586 0.8971
C5 0.6816 3.4301 2.5521
C6 1.1543 2.1719 3.3156
H9 2.0375 1.6633 2.8583
H10 0.3142 1.4481 3.4848
H11 1.4898 2.4448 4.3237
C7 -0.5542 4.2638 -0.0909
C8 -2.0648 4.0912 0.1261
H12 -2.6036 4.7878 -0.5271
H13 -2.3587 4.2973 1.1631
H14 -2.3896 3.0743 -0.1271
C9 -1.3300 -2.7492 -2.4687
C10 -2.5635 -3.6615 -2.4068
H15 -3.0197 -3.6944 -3.4052
H16 -3.3264 -3.2800 -1.7171
H17 -2.3098 -4.6928 -2.1258
C11 -0.0674 -4.1117 -0.0267
C12 -1.2237 -4.7866 0.7149
H18 -0.8580 -5.7212 1.1602
H19 -2.0602 -5.0371 0.0495
H20 -1.5978 -4.1603 1.5331
C13 -1.7795 -1.7739 0.2666
C14 -0.0530 5.6703 0.2390
H21 1.0070 5.7981 -0.0086
H22 -0.6246 6.3933 -0.3564
H23 -0.1944 5.9240 1.2957
C15 -0.3706 -3.1522 -3.5966
H24 -0.9371 -3.1835 -4.5371
H25 0.4400 -2.4263 -3.7292
H26 0.0673 -4.1460 -3.4404
C16 0.6641 -5.0696 -0.9679
H27 1.0676 -5.9003 -0.3720
H28 -0.0079 -5.5042 -1.7226
H29 1.5153 -4.5992 -1.4796
C17 -0.5339 4.0630 3.2439
H30 -1.4460 3.4634 3.1093
H31 -0.3360 4.1233 4.3238
H32 -0.7409 5.0844 2.9031
H33 1.4988 4.1672 2.5006
H34 0.6561 -3.7684 0.7377
H35 -0.3451 4.0657 -1.1576
H36 -1.6818 -1.7251 -2.6909
O1 -1.0812 -0.8362 1.0545
H37 -2.7098 -1.4288 -0.2237
H38 -2.5352 -2.5466 0.6317
O2 2.8478 -2.3529 2.4993
C18 2.1834 -1.4300 2.2959

Results
LUMO energy, eV: -7.0
Total energy, a.u.: -2831.583700
Orbital gap, eV: 7.192
Energy above the lowest of the compared OMol25 structures with the same formula, charge and spin, kcal/mol: 0.0
Highest occupied orbital energy, eV: -14.172
Charge: +2

Atom charges from the Löwdin analysis, given in e for atoms 1 to 5: 1.44, 1.09, 0.98, -0.35, -0.24

***

Entry 2:
A structure of composition C18H38N5O13V, computed with ωB97M-V/def2-TZVPD.

Positions of all 75 atoms, in Å:
O1 1.1547 -0.7929 -1.7487
V1 1.2232 -1.8730 -2.8875
O2 2.1262 -3.0653 -2.3344
N1 1.7908 -3.7640 -5.8019
O3 2.9503 -4.0643 -5.7634
O4 1.1341 -3.4652 -4.8094
O5 1.3661 -3.4404 -6.9022
N2 3.3435 -0.8348 -5.3830
O6 4.5367 -1.1966 -5.7253
O7 2.5908 -0.6287 -6.2980
O8 3.0454 -0.9627 -4.2235
N3 -0.2158 0.4617 -4.8666
O9 -0.1542 1.5026 -4.2445
O10 -0.2947 0.5131 -6.0978
O11 -0.0701 -0.7276 -4.4635
C1 0.3902 -2.3739 0.7314
C2 -1.1446 -2.5568 0.6328
C3 -1.6619 -1.5446 1.6981
C4 -3.1618 -1.3206 1.5578
C5 -3.4009 -0.6841 0.2340
C6 -2.8449 -1.4971 -1.0608
N4 -1.5614 -2.1577 -0.6729
O12 -0.8712 -2.7426 -1.6970
C7 -3.8314 -2.7026 -1.4328
C8 -2.8109 -0.4846 -2.2017
C9 -1.6334 -3.9944 0.9915
H1 0.6162 -1.3281 0.5234
H2 0.9737 -2.8860 -0.0337
H3 0.8558 -2.7626 1.6371
H4 -1.4286 -1.9551 2.6805
H5 -1.0974 -0.6180 1.8031
H6 -3.5747 -0.6403 2.3027
H7 -3.6943 -2.2643 1.6764
H8 -3.0731 0.3542 0.1829
H9 -4.4796 -0.7153 0.0807
H10 -3.3607 -3.3278 -2.1914
H11 -3.9377 -3.3487 -0.5614
H12 -4.8194 -2.4132 -1.7910
H13 -2.1009 0.3382 -2.1175
H14 -2.6447 -0.9778 -3.1594
H15 -3.7097 0.1289 -2.1403
H16 -2.7173 -4.1001 0.9451
H17 -1.4034 -4.1651 2.0432
H18 -1.2860 -4.8939 0.4831
H19 -1.4156 -3.5166 -1.8591
C10 2.9105 3.4585 0.8379
C11 1.4429 2.8403 1.0641
C12 1.4724 1.2835 1.2234
C13 2.0913 0.9874 2.6447
C14 1.2570 1.5077 3.7962
C15 0.9073 2.9298 3.5544
N5 0.5816 3.3916 2.1857
O13 0.5829 4.8183 2.0695
C16 -0.1519 3.1819 4.5981
C17 2.0018 3.8015 4.2514
C18 0.6695 3.0452 -0.2369
H20 3.0107 4.5429 0.8831
H21 3.3447 3.1554 1.7907
H22 3.3997 2.9720 -0.0059
H23 0.4734 0.8636 1.1056
H24 1.9831 0.8739 0.3519
H25 2.1012 -0.0842 2.8438
H26 3.1368 1.2887 2.7101
H27 1.8498 1.2655 4.6783
H28 0.4220 0.8071 3.7999
H29 -0.2376 4.2396 4.8470
H30 0.1070 2.7091 5.5455
H31 -1.1027 2.8563 4.1760
H32 2.0861 3.6984 5.3333
H33 2.0509 4.8901 4.2278
H34 2.9907 3.7615 3.7946
H35 1.1316 2.6373 -1.1359
H36 -0.3719 2.7247 -0.2081
H37 0.5235 4.1126 -0.4023
H38 -0.3622 4.9280 1.9413

Results
LUMO energy (alpha / beta), eV: 4.9 / 4.9
Multiplicity: 2
Total energy, a.u.: -2903.908928
Orbital gap (alpha / beta), eV: 2.189 / 3.469
Energy above the lowest of the compared OMol25 structures with the same formula, charge and spin, kcal/mol: 34.5
Highest occupied orbital energy (alpha / beta), eV: 2.719 / 1.438
Charge: -3
⟨S²⟩: 0.757

Atom charges from the Löwdin analysis, given in e for atoms 1 to 5: -0.50, 0.76, -0.51, -0.67, -0.03

***

Entry 3:
A structure of composition C18H38NO2P2Zn, computed with ωB97M-V/def2-TZVPD.

Positions of all 62 atoms, in Å:
Zn1 0.2463 0.0424 0.0207
P1 0.6531 0.1664 -2.3046
P2 -0.7116 -0.7118 2.0168
N1 0.2585 -2.2095 -0.4460
C1 0.3412 -1.5524 -2.8711
H1 -0.3738 -1.5213 -3.7044
H2 1.2777 -1.9615 -3.2760
C2 -0.2004 -2.5112 -1.8025
H3 -1.3020 -2.4734 -1.7667
H4 0.0551 -3.5538 -2.0613
C3 -0.2198 -3.1185 0.6269
H5 0.6411 -3.4701 1.2214
H6 -0.6863 -3.9946 0.1498
C4 -1.2520 -2.4096 1.5110
H7 -1.4721 -3.0099 2.4061
H8 -2.1914 -2.2829 0.9530
C5 -2.1057 -0.0971 3.0590
C6 -3.0406 0.7942 2.2233
H9 -3.5462 0.2424 1.4205
H10 -2.5040 1.6442 1.7775
H11 -3.8133 1.2108 2.8866
C7 0.7000 -1.1436 3.1503
C8 1.4367 0.1262 3.6034
H12 2.4946 -0.1288 3.7592
H13 1.0357 0.4891 4.5601
H14 1.3904 0.9402 2.8627
C9 2.4588 0.4550 -2.6092
C10 2.8363 1.9365 -2.5000
H15 3.9316 2.0094 -2.4367
H16 2.4233 2.4166 -1.6037
H17 2.5233 2.4993 -3.3902
C11 -0.3374 1.2874 -3.3769
C12 -0.3763 2.7174 -2.8142
H18 -1.2112 3.2487 -3.2947
H19 0.5485 3.2642 -3.0423
H20 -0.5445 2.7523 -1.7295
C13 0.4391 2.2820 0.9227
C14 0.2667 -2.0530 4.3165
H21 -0.8191 -2.2286 4.3713
H22 0.7534 -3.0361 4.2270
H23 0.5896 -1.6214 5.2750
C15 2.9860 -0.1751 -3.9118
H24 3.7612 0.4695 -4.3507
H25 3.4543 -1.1488 -3.7069
H26 2.2095 -0.3275 -4.6747
C16 0.0876 1.2614 -4.8445
H27 -0.5931 1.9088 -5.4133
H28 1.1040 1.6471 -4.9904
H29 0.0198 0.2589 -5.2817
C17 -1.6891 0.6196 4.3413
H30 -1.0191 1.4624 4.1388
H31 -2.5918 1.0248 4.8147
H32 -1.2140 -0.0510 5.0629
H33 -2.6571 -1.0154 3.3253
H34 -1.3527 0.8634 -3.3066
H35 1.3763 -1.7100 2.4876
H36 2.9171 -0.0767 -1.7579
O1 0.4349 3.4082 1.1165
H37 1.3059 -2.0361 -0.3467
H38 1.8880 -0.7386 0.2243
O2 -2.7605 0.0912 -1.0804
C18 -1.6979 0.2553 -0.6535

Results
LUMO energy, eV: -3.2
Total energy, a.u.: -3375.634478
Orbital gap, eV: 7.162
Energy above the lowest of the compared OMol25 structures with the same formula, charge and spin, kcal/mol: 0.0
Highest occupied orbital energy, eV: -10.335
Charge: +1

Atom charges from the Löwdin analysis, given in e for atoms 1 to 5: 0.06, 0.97, 0.97, -0.21, -0.27